This record from the Open Molecules 2025 dataset describes a cluster of 13 separate species, C52H94O23 in total. The level of theory is ωB97M-V with the def2-TZVPD basis set.

```
169
Properties=species:S:1:pos:R:3:mulliken_charge:R:1
C -15.66196 -12.26984 -27.21902 -0.65
C -16.99801 -12.90801 -27.58120 1.45
C -17.10286 -12.75363 -29.08685 0.11
O -16.45870 -11.48279 -29.35608 -0.48
C -15.47725 -11.21258 -28.36862 -0.64
H -14.93777 -13.08222 -27.27999 0.33
H -15.77980 -11.88500 -26.20605 0.25
H -17.80829 -12.41321 -27.04574 -0.04
H -16.92754 -13.97614 -27.37570 -0.78
H -18.16485 -12.87305 -29.30137 -0.48
H -16.59233 -13.51847 -29.67206 0.43
H -15.55448 -10.18383 -28.01675 0.32
H -14.50262 -11.34365 -28.83874 0.37
C -20.59211 -14.93619 -25.18905 0.45
C -21.97597 -14.27690 -24.94223 1.90
C -22.10989 -13.32308 -26.17291 -0.37
O -21.39234 -13.96141 -27.21382 0.14
C -20.27161 -14.69071 -26.68461 0.49
H -20.67973 -16.00227 -24.97955 -0.46
H -19.86292 -14.67548 -24.42195 -0.51
H -21.92912 -13.66124 -24.04396 -0.65
H -22.67306 -15.11448 -24.91708 -0.63
H -21.67652 -12.34493 -25.96433 -0.75
H -23.08290 -13.09728 -26.60922 0.55
H -19.32887 -14.15499 -26.79556 -0.56
H -20.16967 -15.63207 -27.22458 0.27
C -15.82767 -17.78043 -26.66817 -0.69
C -16.54335 -18.52715 -25.58771 0.43
C -17.70867 -19.14973 -26.40234 -0.59
O -17.65442 -18.45146 -27.66081 -0.51
C -16.95648 -17.26065 -27.46566 0.67
H -15.19894 -18.54574 -27.12324 0.40
H -15.15468 -17.00194 -26.30881 0.23
H -16.85537 -17.93367 -24.72834 -0.61
H -15.87578 -19.23248 -25.09278 0.48
H -18.69442 -18.98226 -25.96835 0.23
H -17.63769 -20.19067 -26.71776 0.32
H -17.55418 -16.51467 -26.94185 -0.48
H -16.65897 -16.86949 -28.43859 0.27
C -27.39091 -12.54325 -22.88406 -0.55
C -26.55030 -13.75793 -23.23042 -0.05
C -26.07418 -13.57314 -24.63678 0.69
O -25.88129 -12.16446 -24.63766 -0.32
C -26.82716 -11.51822 -23.76347 -0.59
H -27.25332 -12.32613 -21.82479 0.31
H -28.43094 -12.74312 -23.14191 0.29
H -27.01863 -14.71218 -22.98926 0.38
H -25.70519 -13.65531 -22.54971 -0.12
H -26.84230 -13.64185 -25.40708 -0.34
H -25.16345 -14.07334 -24.96610 -0.20
H -27.59753 -11.04346 -24.37112 0.28
H -26.22515 -10.76010 -23.26254 0.25
C -25.27202 -15.98714 -29.25833 -0.35
C -26.02533 -14.78022 -28.76443 -0.14
C -26.94754 -15.55348 -27.84386 -0.64
O -26.15723 -16.49338 -27.13597 -0.33
C -25.02863 -16.83209 -28.05401 0.23
H -24.38234 -15.65412 -29.79280 -0.10
H -25.85856 -16.52551 -30.00279 0.37
H -26.46059 -14.24893 -29.61083 0.37
H -25.39990 -14.07406 -28.21828 0.00
H -27.72047 -16.13473 -28.34668 0.35
H -27.57083 -14.89227 -27.24186 0.29
H -24.99833 -17.89790 -28.28037 0.41
H -24.16301 -16.33831 -27.61244 -0.30
C -22.05546 -10.69332 -19.67561 -0.42
C -22.36506 -10.58345 -21.16217 -0.51
C -22.56461 -12.02475 -21.50162 1.54
O -23.17859 -12.57479 -20.36589 -0.47
C -22.90155 -11.82475 -19.20901 -0.57
H -22.29010 -9.73230 -19.21792 0.45
H -20.97739 -10.83911 -19.60770 -0.06
H -21.62483 -10.04843 -21.75708 0.40
H -23.30167 -10.02900 -21.22079 0.37
H -21.66714 -12.61079 -21.69960 -1.05
H -23.20758 -12.08586 -22.37967 -0.33
H -22.33664 -12.34654 -18.43653 0.25
H -23.90388 -11.60396 -18.84203 0.33
C -24.97887 -17.41708 -21.95195 -0.85
C -24.33072 -16.81939 -23.11256 0.93
C -25.01668 -17.40416 -24.32072 -0.03
O -25.13795 -18.82570 -23.85764 -0.52
C -25.14306 -18.89920 -22.40324 -0.46
H -25.95101 -16.96296 -21.76005 0.28
H -24.35576 -17.33550 -21.06133 0.38
H -23.27021 -17.06822 -23.07386 -0.36
H -24.29962 -15.73033 -23.07977 -0.07
H -24.55592 -17.49193 -25.30464 0.08
H -26.05475 -17.07317 -24.28972 0.08
H -24.29233 -19.48285 -22.05152 0.25
H -26.11396 -19.25220 -22.05560 0.30
C -20.76567 -19.15549 -21.79669 -0.35
C -19.81057 -18.28716 -22.66062 0.44
C -19.36779 -17.26821 -21.63011 0.65
O -19.11313 -18.12948 -20.52440 -0.50
C -20.02400 -19.25677 -20.47681 -0.66
H -20.85584 -20.15041 -22.23269 0.52
H -21.74613 -18.72745 -21.58787 -0.22
H -20.28859 -17.75263 -23.48151 -0.24
H -18.99874 -18.90720 -23.04084 0.18
H -20.18185 -16.60641 -21.33444 0.04
H -18.55997 -16.58399 -21.88967 -0.50
H -20.69860 -19.08168 -19.63874 0.34
H -19.42940 -20.16949 -20.51556 0.31
C -17.71584 -12.23168 -18.90885 -1.73
C -17.46911 -12.44848 -20.39812 0.74
C -17.84325 -13.92325 -20.80067 0.65
O -18.75688 -13.63051 -21.83888 0.46
C -18.98163 -12.34803 -22.04209 0.03
O -19.61836 -11.75734 -22.97329 -0.54
O -18.45320 -11.66426 -21.08692 -0.24
H -18.74454 -12.23296 -18.54849 0.34
H -17.14066 -11.40502 -18.49185 0.43
H -17.28948 -13.06183 -18.34568 0.44
H -16.42407 -12.18887 -20.56718 0.01
H -18.31992 -14.50955 -20.01510 0.41
H -16.96515 -14.46073 -21.15865 -1.02
C -22.75536 -9.65411 -24.63973 -1.18
C -22.00357 -8.41827 -25.25125 1.34
C -22.85009 -7.18985 -25.58446 -0.34
O -22.06040 -6.17114 -25.15099 -0.34
C -20.95640 -6.59535 -24.55706 0.52
O -20.06754 -5.92591 -24.15728 -0.56
O -20.96598 -7.94965 -24.33473 -0.28
H -23.09973 -9.42890 -23.63037 0.40
H -22.09574 -10.51055 -24.49999 -0.17
H -23.67958 -9.90805 -25.15879 0.56
H -21.38118 -8.77235 -26.07306 -0.71
H -23.72909 -7.31343 -24.95187 0.34
H -23.09321 -7.07204 -26.64046 0.31
C -21.17032 -15.22786 -29.92570 -0.61
C -21.29334 -16.04352 -31.28528 0.38
C -19.95620 -16.21909 -31.94910 -0.37
O -19.85418 -17.62841 -32.09510 -0.36
C -20.93514 -18.21729 -31.58531 0.63
O -21.30180 -19.40405 -31.68703 -0.61
O -21.78184 -17.28331 -31.17373 -0.32
H -20.52813 -15.91277 -29.37199 0.19
H -22.10295 -14.98908 -29.41453 -0.10
H -20.47991 -14.38759 -29.99892 0.13
H -21.91290 -15.44293 -31.95126 0.45
H -19.12785 -15.96169 -31.28902 0.18
H -19.87917 -15.59844 -32.84183 0.31
C -13.99828 -13.58668 -22.47050 -1.24
C -14.65707 -14.60124 -23.36900 0.59
C -15.31889 -15.78190 -22.68510 -0.84
O -16.47164 -15.96777 -23.42953 -0.35
C -16.69913 -15.02068 -24.23712 0.10
O -17.53378 -14.99994 -25.13234 -0.21
O -15.74031 -14.11221 -24.04578 -0.16
H -14.71864 -13.11282 -21.80370 -0.01
H -13.44379 -12.81168 -22.99967 0.41
H -13.14972 -14.02222 -21.94290 0.39
H -14.01690 -14.80312 -24.22780 0.42
H -15.43045 -15.72694 -21.60222 0.26
H -14.80723 -16.73954 -22.78129 0.40
C -19.69281 -10.19279 -27.60254 -1.23
C -20.66639 -10.36605 -28.84836 0.26
C -20.72631 -11.77861 -29.40998 0.85
O -22.13266 -12.10730 -29.47816 -0.22
C -22.80970 -11.09937 -28.91416 0.48
O -24.03594 -11.03085 -28.67119 -0.61
O -22.00180 -10.08050 -28.60806 -0.32
H -20.02487 -10.50777 -26.61328 0.13
H -19.66585 -9.12109 -27.40554 0.67
H -18.67009 -10.50393 -27.81545 0.09
H -20.38021 -9.65892 -29.62692 0.45
H -20.20736 -12.52028 -28.80275 -1.01
H -20.28591 -11.76188 -30.40690 0.56
```

largest force on an atom: 5.9 eV/A
E_LUMO: -0.11 eV
HOMO: -0.3355 Ha
frontier orbital gap: 9.023 eV